C4H11NO2 | the ωB97M-V functional and the def2-TZVPD basis

## Properties
Max |F|   1.28 eV/A
Energy above the lowest of the compared OMol25 structures with the same formula, charge and spin   1.793 eV
Highest occupied orbital energy   -8.874 eV
SMILES   CNC(CO)CO
E_LUMO   0.708 eV
Orbital gap   9.583 eV

ORCA input file:
```
! wB97M-V def2-TZVPD RIJCOSX def2/J DEFGRID3
* xyz 0 1
C -2.10 1.15 0.18
N -0.86 0.92 -0.55
C 0.10 0.11 0.17
C 1.50 0.65 -0.17
O 2.49 0.15 0.74
C -0.12 -1.37 -0.16
O 0.65 -2.25 0.65
H -2.71 1.93 -0.26
H -2.75 0.27 0.30
H -1.83 1.51 1.17
H -1.07 0.47 -1.43
H -0.07 0.18 1.24
H 1.75 0.40 -1.20
H 1.42 1.73 0.00
H 3.22 -0.19 0.21
H -1.15 -1.61 0.07
H 0.02 -1.58 -1.23
H 1.52 -2.45 0.26
*
```

For each atom in turn, the Mulliken charge in e is:
1 C -0.867
2 N -0.407
3 C 0.608
4 C -0.845
5 O -0.517
6 C -0.882
7 O -0.511
8 H 0.314
9 H 0.282
10 H 0.330
11 H 0.273
12 H 0.307
13 H 0.326
14 H 0.279
15 H 0.326
16 H 0.278
17 H 0.391
18 H 0.314